Entry 1
Computed, not measured: a 2-piece molecular cluster, C7H9NS overall, with ωB97M-V/def2-TZVPD.

Frontier orbital gap in eV: 8.5
HOMO in eV: -8.77
Charge: 0
SMILES: C=C/C=C\C#N.C=CS

```
18
C7H9NS ωB97M-V/def2-TZVPD
C -1.61449 0.84383 1.45510
C -1.90643 -0.04259 0.56015
C -1.42515 -0.15698 -0.78974
C -1.02116 0.83736 -1.61006
C -0.90308 2.21208 -1.28001
N -0.58109 3.31704 -1.20474
H -1.97491 0.99973 2.42955
H -1.05261 1.69430 1.09842
H -2.61653 -0.80171 0.74396
H -1.49293 -1.12429 -1.25851
H -0.92236 0.78946 -2.64938
C 2.30367 -2.16998 0.21707
C 1.71151 -0.98885 0.08682
S 2.40730 0.55732 0.49794
H 3.28267 -2.10285 0.50304
H 1.86544 -3.17916 0.00318
H 0.77241 -0.86856 -0.35938
H 3.16776 0.18387 1.55660
```



Entry 2
Computed, not measured: a single C7H9NS molecule, with ωB97M-V/def2-TZVPD.

Frontier orbital gap (alpha / beta) in eV: 8.2 / 8.2
HOMO (alpha / beta) in eV: -7.57 / -7.57
Charge: 0
SMILES: C[C@H]1c2ncsc2[C@@H]1C

```
18
C7H9NS ωB97M-V/def2-TZVPD
C 1.33413 1.58069 -0.59434
C 0.64985 0.53480 0.31872
C -0.79218 0.81167 0.41004
N -1.88090 1.45094 0.48322
C -2.94971 0.82059 0.16712
S -2.65449 -0.87067 -0.31437
C -1.06227 -0.77309 -0.41351
C 0.41614 -0.83940 -0.32746
C 0.94741 -2.10355 0.47279
H 1.85980 1.32926 -1.56162
H 2.15861 1.99193 0.02620
H 0.68095 2.38288 -0.86816
H 1.19900 0.50313 1.21126
H -3.89901 1.23843 0.25976
H 0.86222 -1.07790 -1.35369
H 2.03963 -2.14718 0.58912
H 0.55377 -2.95866 0.08032
H 0.53705 -1.87387 1.41459
```



Short version: entry 1 is the most stable of them.



Entry 1
Computed, not measured: a single C2H4ClNS molecule, with ωB97M-V/def2-TZVPD.

Frontier orbital gap in eV: 9.6
HOMO in eV: -9.11
Charge: 0
SMILES: CS/C=N/Cl

```
9
C2H4ClNS ωB97M-V/def2-TZVPD
C -1.88843 -0.31435 0.31423
S -0.37876 0.45914 -0.60452
C 1.37098 0.35532 -0.32397
N 2.06191 -0.57978 0.12292
Cl 3.71374 -0.21761 -0.08615
H -2.21671 0.49712 0.78266
H -2.55151 -0.40077 -0.53119
H -1.66894 -1.15863 1.00794
H 1.55772 1.35956 -0.68192
```



Entry 2
Computed, not measured: a 2-piece molecular cluster, C2H4ClNS overall, with ωB97M-V/def2-TZVPD.

Frontier orbital gap in eV: 8.7
HOMO in eV: -8.82
Charge: 0
SMILES: C=NC=S.Cl

```
9
C2H4ClNS ωB97M-V/def2-TZVPD
C 0.21496 -1.34943 -0.06745
N -0.54605 -0.51122 0.54221
C -1.59172 0.21332 0.24950
S -1.19482 1.73936 -0.25410
H 1.09067 -1.73599 0.62005
H -0.07994 -1.84462 -0.99444
H -2.57429 -0.03049 0.52474
Cl 2.89411 1.67855 -0.62260
H 1.78707 1.84053 0.00209
```



Short version: entry 2 is the most stable of them.



Entry 1
Computed, not measured: a single C2H4ClNS molecule, with ωB97M-V/def2-TZVPD.

Frontier orbital gap in eV: 8.9
HOMO in eV: -8.73
Charge: 0
SMILES: CN(Cl)C=S

```
9
C2H4ClNS ωB97M-V/def2-TZVPD
C 0.25622 -1.10269 -0.05533
N 0.35683 0.36519 0.01285
Cl 1.94774 1.05850 -0.04819
C -0.69401 1.15004 0.01131
S -2.20782 0.62563 -0.15155
H -0.81301 -1.16882 0.28035
H 0.44666 -1.47709 -0.99058
H 1.04760 -1.55600 0.64685
H -0.34020 2.10524 0.29430
```



Entry 2
Computed, not measured: a single C2H4ClNS molecule, with ωB97M-V/def2-TZVPD.

Frontier orbital gap in eV: 8.8
HOMO in eV: -8.51
Charge: 0
SMILES: CN(Cl)C=S

```
9
C2H4ClNS ωB97M-V/def2-TZVPD
C 0.19309 0.10381 0.73447
N -0.43726 0.44750 -0.70206
Cl -1.18254 1.96516 -0.87170
C -0.41443 -0.37785 -1.73041
S 0.31110 -1.93732 -1.76179
H 0.33058 1.18650 1.02669
H -0.50793 -0.46597 1.28886
H 1.09351 -0.54076 0.63040
H -0.59041 0.08492 -2.71313
```



Short version: entry 1 is the most stable of them.



Entry 1
Computed, not measured: a single C5H4 molecule, with ωB97M-V/def2-TZVPD.

Frontier orbital gap in eV: 10.2
HOMO in eV: -9.27
Charge: 0
SMILES: C#CC#CC

```
9
C5H4 ωB97M-V/def2-TZVPD
C -1.45284 -1.48961 -2.46698
C -0.93036 -0.80877 -1.57726
C -0.26805 -0.20472 -0.49298
C 0.15699 0.34789 0.50407
C 0.94595 0.94686 1.55362
H -1.89293 -2.13744 -3.18034
H 0.32150 1.71843 2.10670
H 1.16216 0.29341 2.29093
H 1.95757 1.33394 1.26225
```



Entry 2
Computed, not measured: a 2-piece molecular cluster, C5H4 overall, with ωB97M-V/def2-TZVPD.

Frontier orbital gap (alpha / beta) in eV: 6.3 / 6.3
HOMO (alpha / beta) in eV: -9.21 / -9.21
Charge: 0

```
9
C5H4 ωB97M-V/def2-TZVPD
C -0.87817 0.61080 0.03873
C 2.04674 -0.59663 0.73478
C -1.55854 1.04400 0.82788
C 2.00729 -0.93962 -0.49835
C 2.30777 -0.80329 1.99739
H 1.32536 -0.33593 -1.03482
H 2.37907 -1.52185 -1.39251
H 1.84924 -1.63267 2.61126
H 3.50142 -0.67845 2.01677
```



Short version: entry 1 is the most stable of them.



Entry 1
Computed, not measured: a single C5H4 molecule, with ωB97M-V/def2-TZVPD.

Frontier orbital gap in eV: 11.1
HOMO in eV: -9.89
Charge: 0
SMILES: C#CC1C=C1

```
9
C5H4 ωB97M-V/def2-TZVPD
C 2.45352 0.75955 0.32680
C 1.26048 0.57343 0.31723
C -0.37144 0.00278 0.47956
C -1.00432 -1.09217 -0.24133
C -1.31286 0.09235 -0.65377
H 3.36242 1.27782 0.42075
H -0.84271 0.35948 1.43716
H -1.23781 -2.09427 -0.20514
H -1.80919 0.70838 -1.41732
```



Entry 2
Computed, not measured: C5H4 as an isolated structure, with ωB97M-V/def2-TZVPD.

Frontier orbital gap in eV: 10.0
HOMO in eV: -9.34
Charge: 0

```
9
C5H4 ωB97M-V/def2-TZVPD
C -0.08163 -0.96892 -0.01294
C 0.68014 0.02281 -0.76106
C -0.99766 0.00563 0.50003
C -0.02672 1.06186 0.00279
C 1.09713 0.06394 0.74716
H 0.07600 -2.08554 -0.08961
H 1.23471 -0.14114 -1.61546
H -1.80809 -0.06207 1.30752
H -0.17387 2.10342 -0.07843
```



Entry 3
Computed, not measured: a single C5H4 molecule, with ωB97M-V/def2-TZVPD.

Frontier orbital gap in eV: 8.9
HOMO in eV: -9.52
Charge: 0

```
9
C5H4 ωB97M-V/def2-TZVPD
C 0.04288 -1.12765 0.03480
C -1.64589 0.30236 -0.00519
C 0.38670 1.08290 0.00581
C -0.39067 0.11655 -0.76958
C -0.47486 0.04442 0.88486
H -0.60541 -2.10751 0.06358
H 1.14579 -1.43692 -0.09756
H 0.13497 2.10489 -0.15268
H 1.40649 1.02096 0.03596
```



Short version: entry 1 is the most stable of them.



Entry 1
Computed, not measured: an isolated ion of composition C6H12NO and charge +1, with ωB97M-V/def2-TZVPD.

Frontier orbital gap in eV: 11.8
HOMO in eV: -14.95
Charge: +1
SMILES: CC[C@]1(O)[NH2+]C12CC2

```
20
C6H12NO ωB97M-V/def2-TZVPD
C -1.09158 -1.85674 -1.74959
C 0.06953 -1.01328 -1.17005
C 0.19585 -0.65113 0.33077
O 0.51856 -1.59100 1.26946
N -0.93215 0.35335 0.85917
C 0.43416 0.78261 0.76949
C 1.03777 1.79249 1.62229
C 0.93489 2.14388 0.14267
H -1.48984 -2.60588 -1.00223
H -2.06183 -1.28741 -1.93873
H -0.69004 -2.28624 -2.71889
H 0.96492 -1.45074 -1.50655
H 0.00870 -0.07582 -1.69739
H 0.38036 -2.49994 0.97444
H -1.58785 0.83851 0.18258
H -1.41400 0.44236 1.76911
H 2.01498 1.62413 2.04298
H 0.49115 2.33368 2.34500
H 0.34094 2.91562 -0.16094
H 1.87547 2.09154 -0.36361
```



Entry 2
Computed, not measured: an isolated ion of composition C6H12NO and charge +1, with ωB97M-V/def2-TZVPD.

Frontier orbital gap in eV: 11.6
HOMO in eV: -14.59
Charge: +1
SMILES: C[N+]1(C)CC=C[C@H]1O

```
20
C6H12NO ωB97M-V/def2-TZVPD
C -1.74892 -0.03081 0.89010
N -0.48193 -0.05512 0.11241
C -0.74235 0.41649 -1.32831
C 0.20256 -1.39134 -0.03133
C 1.61706 -1.17290 -0.16461
C 1.91606 0.03225 0.25351
C 0.74451 0.92505 0.67449
O 0.73421 2.20284 0.12377
H -2.44820 0.84923 0.87242
H -2.37834 -0.86981 0.44475
H -1.64480 -0.31617 1.98181
H -0.76613 1.47750 -1.23888
H -0.18337 0.03452 -2.10408
H -1.79964 0.04791 -1.49292
H -0.25967 -1.90420 -0.87641
H 0.05820 -1.99803 0.88233
H 2.18831 -1.96612 -0.51328
H 2.97564 0.31663 0.30952
H 0.65482 1.16404 1.82285
H 1.36199 2.23805 -0.61815
```



Short version: entry 2 is the most stable of them.